Record 1
10
Properties=species:S:1:pos:R:3:forces:R:3 method="wB97M-V/def2-TZVPD" homo_lumo_gap_ev=9.31 smiles="F/C=C/C=C(F)F" fmax_ev_per_a=4.43 e_above_lowest_ev=1.154 e_lumo_ev=0.4 e_tot_ha=-453.723811 homo_ev=-8.914
F -2.859313 -0.538443 -0.164710 -1.255 0.090 -0.321
C -1.580909 -0.525576 0.072050 4.148 0.790 0.770
C -0.781443 0.576755 -0.135602 -0.889 -3.132 2.062
C 0.668418 0.693990 0.245609 2.465 -0.564 -3.632
C 1.663138 -0.246559 -0.088892 -1.487 0.048 2.001
F 1.302580 -1.572597 -0.031115 1.206 1.693 -0.545
F 3.043802 -0.104475 -0.155320 -3.240 -0.231 0.221
H -1.159578 -1.453087 0.538001 -0.725 0.704 -0.735
H -1.339491 1.454489 -0.309350 -0.104 1.159 -0.620
H 1.042799 1.715500 0.029332 -0.121 -0.559 0.798

---

Record 2
10
Properties=species:S:1:pos:R:3:forces:R:3 method="wB97M-V/def2-TZVPD" homo_lumo_gap_ev="10.49 / 6.69" fmax_ev_per_a=1.13 e_above_lowest_ev=3.969 e_lumo_ev="0.4 / -1.5" e_tot_ha=-453.620348 homo_ev="-10.087 / -8.210"
C -0.311401 -0.227370 -0.893656 0.957 0.062 -0.517
C -1.484078 -0.706614 -0.512145 -0.301 0.219 -0.904
C 0.832035 0.053532 0.047010 -0.052 0.061 -0.569
C 0.314877 0.574016 1.315784 -0.795 0.061 -0.174
F 0.006781 -0.062051 -2.233128 -0.443 -0.293 0.995
F -2.483261 -0.953275 -1.349650 0.302 0.084 0.704
F 0.541975 -0.079071 2.440584 0.287 -0.301 0.414
H 1.434771 -0.842827 0.213901 -0.014 0.088 -0.015
H 1.464231 0.802984 -0.447405 0.064 -0.091 0.045
H -0.315930 1.440676 1.418704 -0.005 0.111 0.021

---

Record 3
13
Properties=species:S:1:pos:R:3:forces:R:3 method="wB97M-V/def2-TZVPD" homo_lumo_gap_ev=10.24 fmax_ev_per_a=5.26 e_above_lowest_ev=0.000 e_lumo_ev=0.2 e_tot_ha=-1002.299851 homo_ev=-10.053
C -0.134220 -0.757517 0.825377 -2.605 -0.026 0.191
C -2.578945 1.025804 -0.608862 -0.197 0.258 -0.033
C 0.680900 0.231862 0.167620 1.184 0.374 -0.265
C 2.104451 0.057595 -0.301872 -0.819 -3.870 3.461
O -2.090369 -0.253212 -1.034465 -1.423 1.065 -0.997
O 0.367732 0.313863 1.545268 0.461 -0.510 0.074
F 0.219232 -2.001409 1.236961 0.190 0.777 -0.362
F -3.926019 1.028385 -0.641362 1.155 -0.807 -0.355
F 0.064216 1.209754 -0.528015 0.302 -0.097 -0.090
S -2.013387 -0.724789 0.511812 1.317 -1.099 1.683
H 2.066431 -0.026273 -1.309160 0.114 -0.048 -3.244
H 2.569898 -0.953358 0.105909 -1.057 2.139 -0.654
H 2.670079 0.849294 0.030791 1.377 1.842 0.592

---

Record 4
14
Properties=species:S:1:pos:R:3:forces:R:3 method="wB97M-V/def2-TZVPD" homo_lumo_gap_ev=10.53 fmax_ev_per_a=5.64 e_above_lowest_ev=0.789 e_lumo_ev=-0.7 e_tot_ha=-1077.633751 homo_ev=-11.194
C -0.132695 0.267021 0.146845 -1.019 1.186 -0.208
C 1.090527 0.049280 -0.351642 -1.963 2.639 -0.403
C -0.945608 -0.920513 0.595424 5.361 -0.938 -1.463
C -2.207686 -1.249914 -0.035170 -4.014 -0.874 -1.361
O 2.265067 -1.539055 1.166390 1.364 0.239 2.904
O 2.259185 -2.275742 -1.142435 -0.906 0.936 0.616
O 0.153186 -2.253175 0.121464 -2.046 3.258 0.906
F -3.125555 -0.221353 -0.071388 1.303 0.077 0.748
F -2.129151 -1.624441 -1.300321 0.828 -0.177 -0.250
F -2.847170 -2.234419 0.630931 0.619 0.118 0.107
S 1.608382 -1.586002 -0.055211 -0.642 -1.923 -3.302
H -0.608333 1.315188 0.364580 0.989 -2.083 -0.845
H 1.524342 0.983809 -0.807969 0.658 -1.723 0.663
H -0.912508 -0.889416 1.635193 -0.533 -0.735 1.886

---

Record 5
10
Properties=species:S:1:pos:R:3:forces:R:3 method="wB97M-V/def2-TZVPD" homo_lumo_gap_ev=9.70 fmax_ev_per_a=4.75 e_above_lowest_ev=4.014 e_lumo_ev=-1.8 e_tot_ha=-363.458450 homo_ev=-11.485
C -0.470058 -1.620930 0.067075 -0.219 -0.829 0.455
C -0.208939 0.362960 1.777966 -0.261 -1.581 -4.468
C 0.625249 0.477389 -0.918623 -0.667 0.064 -1.995
C -0.472785 -0.218471 -0.242299 -0.644 2.166 4.047
N -0.322403 -2.653338 0.560738 -0.203 0.385 -0.819
N -0.039661 1.105192 2.624974 0.250 1.032 1.637
F -1.652410 0.449717 -0.366344 0.977 -1.570 -0.605
H 1.603547 0.054828 -0.852680 0.506 -0.124 0.825
H 0.465469 0.554383 -2.014125 -0.462 -0.562 0.312
H 0.471991 1.488269 -0.636681 0.725 1.019 0.611

---

Record 6
11
Properties=species:S:1:pos:R:3:forces:R:3 method="wB97M-V/def2-TZVPD" homo_lumo_gap_ev=9.98 fmax_ev_per_a=4.01 e_above_lowest_ev=2.834 e_lumo_ev=0.6 e_tot_ha=-438.763531 homo_ev=-9.367
H 2.325936 -2.067970 0.155991 -2.103 3.414 0.166
N 1.986885 -0.977220 0.173960 1.752 -2.824 -0.080
C 0.791200 -0.605841 0.040456 0.576 0.041 -0.826
N -0.370189 -1.386133 -0.116911 -0.069 1.560 -0.056
C -1.430549 -0.678311 -0.131861 -1.745 -1.085 0.579
O -1.706968 0.646552 0.110396 -0.726 -2.212 -0.049
C -0.626079 1.422943 0.192823 1.595 -1.540 -1.575
C 0.539784 0.869644 -0.109359 0.903 -1.320 1.855
F 1.637170 1.578533 -0.162615 0.695 0.993 -0.279
H -2.353091 -1.226047 -0.271668 -0.287 0.293 -0.059
H -0.794102 2.423854 0.118788 -0.590 2.679 0.326

---

Record 7
10
Properties=species:S:1:pos:R:3:forces:R:3 method="wB97M-V/def2-TZVPD" homo_lumo_gap_ev=9.42 smiles=Oc1cocc1F fmax_ev_per_a=2.86 e_above_lowest_ev=0.358 e_lumo_ev=0.6 e_tot_ha=-404.512693 homo_ev=-8.818
O 1.860166 -0.855174 -0.001293 0.150 -1.283 -0.023
C 0.590627 -0.397273 0.015598 0.282 -1.150 0.399
C -0.625074 -0.983754 0.016107 -1.001 -0.403 -0.207
O -1.610223 -0.038964 0.002364 0.138 0.334 -0.105
C -1.009619 1.176664 -0.010934 0.390 -0.462 0.578
C 0.329785 0.957052 0.083892 -0.372 2.637 -1.031
F 1.286647 1.895653 -0.013851 -0.161 -0.149 0.314
H 1.857456 -1.835063 -0.021420 0.026 0.856 0.013
H -1.042796 -1.968608 -0.040652 0.455 -0.372 0.063
H -1.636967 2.049468 -0.029810 0.093 -0.008 -0.003

---

Record 8
14
Properties=species:S:1:pos:R:3:forces:R:3 method="wB97M-V/def2-TZVPD" homo_lumo_gap_ev="9.07 / 3.97" fmax_ev_per_a=5.63 multiplicity=7 s_squared=12.03 e_lumo_ev="-9.1 / -14.9" e_tot_ha=-724.145619 homo_ev="-18.174 / -18.868" charge=+2
C 0.052242 -1.436932 0.192001 1.670 -1.581 1.163
C -1.296292 -1.235464 -0.484060 0.423 1.142 -0.655
F 0.950487 -1.820974 -0.758995 -0.731 0.399 0.084
H 0.001273 -2.226263 0.951723 -0.116 0.100 -0.199
H -1.184525 -0.803746 -1.483084 -0.320 0.007 -0.011
H -1.784002 -2.214888 -0.550554 -0.389 -0.162 0.075
O -2.084336 -0.387551 0.357792 0.369 -0.828 0.843
C -2.943811 0.437078 -0.194588 -0.527 0.006 -1.886
O -3.569438 1.286203 0.345877 -0.076 0.396 0.931
O 0.537910 -0.320839 0.890336 -0.180 -0.031 0.486
Ru 2.950303 1.773086 -0.682107 4.012 2.887 -2.691
O 1.103980 1.527821 -0.126454 -1.760 0.544 0.250
O 2.730659 0.247070 0.596077 -0.925 -1.063 0.984
C 1.501873 0.484556 0.460368 -1.449 -1.815 0.625